The following is a DFT calculation (the ωB97M-V functional and the def2-TZVPD basis) of a structure of composition C32H42CeFN3O3S3 in a non-equilibrium geometry.

```
85
Properties=species:S:1:pos:R:3:lowdin_charge:R:1
Ce 2.787 -1.094 0.257 0.98
C 6.031 1.075 -0.569 -0.43
C 5.029 1.960 0.151 -0.44
S 3.264 1.847 -0.343 0.95
C 3.300 2.286 -2.133 -0.44
C 2.502 1.289 -2.948 -0.46
S 2.978 -0.473 -2.761 0.91
C 4.753 -0.413 -3.269 -0.42
C 5.683 -1.163 -2.336 -0.45
S 5.646 -0.734 -0.544 0.90
H 6.997 1.172 -0.067 0.10
H 6.169 1.351 -1.612 0.08
H 5.332 3.001 0.033 0.10
H 4.996 1.727 1.219 0.08
H 4.337 2.361 -2.449 0.07
H 2.851 3.273 -2.239 0.09
H 2.572 1.520 -4.010 0.10
H 1.454 1.291 -2.643 0.08
H 5.031 0.633 -3.379 0.07
H 4.820 -0.873 -4.255 0.10
H 6.713 -1.030 -2.674 0.10
H 5.454 -2.226 -2.349 0.05
C 0.678 -3.770 1.429 -0.01
C 1.640 -3.573 0.293 -0.34
C 1.149 -3.334 -1.003 -0.03
C 1.965 -3.480 -2.128 -0.28
C 1.385 -3.404 -3.499 -0.03
C 3.308 -3.811 -1.940 0.00
C 3.860 -3.970 -0.669 -0.27
C 5.268 -4.458 -0.516 -0.01
C 3.027 -3.819 0.459 -0.08
H 0.359 -4.814 1.422 0.11
H -0.212 -3.146 1.312 0.09
H 1.134 -3.569 2.396 0.09
H 0.083 -3.200 -1.147 0.14
H 1.034 -4.390 -3.799 0.11
H 2.124 -3.085 -4.227 0.08
H 0.536 -2.727 -3.539 0.09
H 3.914 -4.036 -2.805 0.14
H 5.251 -5.537 -0.363 0.11
H 5.769 -4.006 0.337 0.09
H 5.858 -4.275 -1.410 0.09
H 3.407 -4.118 1.439 0.16
F -4.103 -0.344 -1.594 0.08
C -3.495 0.210 -0.527 -0.17
C -2.148 0.015 -0.428 0.10
C -1.418 0.498 0.667 -0.04
C -0.019 0.197 0.810 -0.25
O 0.660 -0.366 -0.109 -0.13
C 0.553 0.564 2.074 0.01
C -0.158 1.296 2.977 0.08
N -1.434 1.670 2.768 0.02
C -2.071 2.497 3.766 -0.25
C -2.543 3.872 3.389 -0.08
C -1.343 3.709 4.267 -0.06
C -2.118 1.212 1.666 -0.10
C -3.495 1.421 1.526 0.08
C -4.236 0.923 0.452 -0.11
N -5.595 1.141 0.354 -0.08
C -6.454 1.232 1.515 -0.11
C -7.408 2.428 1.369 -0.07
N -7.761 2.600 -0.069 0.07
C -7.776 1.292 -0.767 -0.08
C -6.344 0.754 -0.838 -0.12
C 1.930 -0.042 2.208 -0.62
O 2.965 0.600 1.927 -0.08
O 1.955 -1.295 2.272 -0.04
H -1.640 -0.559 -1.187 0.14
H 0.282 1.608 3.913 0.17
H -2.653 1.917 4.475 0.16
H -3.456 4.241 3.830 0.11
H -2.380 4.205 2.375 0.12
H -1.425 3.955 5.316 0.12
H -0.379 3.938 3.837 0.12
H -3.992 1.984 2.297 0.10
H -5.879 1.342 2.431 0.13
H -7.032 0.305 1.609 0.14
H -6.950 3.351 1.726 0.14
H -8.318 2.241 1.942 0.15
H -7.053 3.189 -0.524 0.20
H -8.665 3.076 -0.165 0.20
H -8.169 1.406 -1.778 0.15
H -8.436 0.618 -0.220 0.15
H -5.844 1.171 -1.714 0.14
H -6.393 -0.334 -0.965 0.15
```

The charge is +3. Its spin multiplicity is 2. The expectation value of S² is 0.75. The calculation puts the energy above the lowest of the compared OMol25 structures with the same formula, charge and spin at 121.8 kJ/mol. Its energy is -92610.8164 eV. Its HOMO energy (spin up / spin down) is -0.575 / -0.579 Eh.


The following is a DFT calculation (the ωB97M-V functional and the def2-TZVPD basis) of a structure of composition C32H42CeN2OP2 in a non-equilibrium geometry.

```
80
Properties=species:S:1:pos:R:3:lowdin_charge:R:1
C -1.031 -5.119 0.638 -0.02
C -0.113 -4.166 0.217 -0.22
C -0.179 -3.649 -1.119 -0.18
C -1.205 -4.141 -2.005 -0.13
C -2.142 -5.091 -1.510 0.00
C -2.065 -5.558 -0.209 -0.04
C -1.207 -3.669 -3.320 0.08
C -0.213 -2.803 -3.787 -0.13
C 0.798 -2.382 -2.848 -0.18
C 1.886 -1.567 -3.312 -0.22
C 1.896 -1.117 -4.625 -0.03
C 0.871 -1.469 -5.525 -0.04
C -0.146 -2.320 -5.123 0.00
H -0.933 -5.526 1.649 0.13
H -2.910 -5.463 -2.193 0.13
H -2.788 -6.279 0.182 0.12
H -1.957 -4.040 -4.015 0.14
H 2.725 -0.482 -4.956 0.13
H 0.904 -1.071 -6.543 0.12
H -0.912 -2.657 -5.830 0.13
N 0.684 -2.687 -1.531 0.13
Ce -0.118 0.194 0.060 0.81
C 0.936 -3.647 1.176 -0.27
H 1.905 -3.549 0.670 0.09
H 1.029 -4.317 2.043 0.11
C 2.974 -1.159 -2.344 -0.27
H 3.230 -1.994 -1.681 0.10
H 3.867 -0.821 -2.889 0.11
P 0.494 -1.965 1.812 0.80
P 2.423 0.234 -1.257 0.79
C 2.566 1.592 -2.471 -0.23
H 2.355 2.559 -1.997 0.05
H 3.586 1.593 -2.879 0.07
H 1.854 1.439 -3.289 0.05
C 3.940 0.459 -0.261 -0.23
H 4.803 0.632 -0.921 0.07
H 3.820 1.312 0.422 0.04
H 4.121 -0.447 0.337 0.05
C -0.921 -2.398 2.881 -0.22
H -0.596 -3.120 3.644 0.07
H -1.299 -1.488 3.369 0.05
H -1.718 -2.847 2.273 0.06
C 1.819 -1.740 3.042 -0.24
H 1.664 -0.782 3.560 0.04
H 1.788 -2.561 3.773 0.07
H 2.793 -1.733 2.530 0.05
C -1.019 1.681 -1.898 0.00
O -1.506 2.385 -2.671 0.18
H -1.434 -0.754 -0.811 -0.09
C -2.717 2.237 6.071 -0.03
C -2.601 1.750 4.651 -0.24
C -3.737 1.255 4.004 0.01
C -3.718 0.885 2.658 -0.25
C -4.980 0.372 2.020 -0.03
C -2.535 1.067 1.925 -0.03
C -1.362 1.561 2.556 -0.31
C -1.402 1.817 3.949 0.00
N -0.224 1.818 1.766 -0.12
C 0.701 2.953 2.095 -0.60
C -0.053 4.142 2.689 -0.03
C 1.785 2.463 3.071 -0.02
C 1.341 3.437 0.786 -0.04
H -3.363 3.126 6.121 0.10
H -3.176 1.473 6.711 0.09
H -1.733 2.503 6.476 0.08
H -4.672 1.188 4.567 0.14
H -5.455 -0.405 2.635 0.09
H -5.718 1.182 1.913 0.10
H -4.769 -0.040 1.026 0.08
H -2.542 0.934 0.826 0.07
H -0.487 2.108 4.472 0.10
H -0.371 3.974 3.720 0.08
H 0.606 5.017 2.704 0.10
H -0.931 4.391 2.086 0.11
H 2.302 1.569 2.687 0.07
H 2.531 3.260 3.228 0.11
H 1.361 2.206 4.051 0.08
H 2.110 2.743 0.403 0.05
H 0.571 3.584 0.012 0.09
H 1.834 4.407 0.959 0.11
```

The charge is +2. Its energy is -70384.8702 eV. Its HOMO energy (spin up / spin down) is -0.481 / -0.481 Eh.


- The lowest energy belongs to which entry?
  C32H42CeFN3O3S3


- Which of these has the lowest energy?
  C32H42CeFN3O3S3


- What is the charge in the first record?
  +3


- What is the formula in the second record?
  C32H42CeN2OP2